ORCA calculation (ωB97M-V/def2-TZVPD) on a structure of composition C3H3N2OS at a distorted geometry.

The geometry in XYZ format:
```
10
Properties=species:S:1:pos:R:3
C -1.715 1.088 -1.740
C -0.703 0.450 -0.132
C 1.133 -0.713 1.219
N -1.667 1.322 -0.437
N -0.933 0.255 -2.317
O -0.173 -0.134 -1.244
S -0.148 0.512 1.478
H 0.604 -1.537 0.812
H 1.939 -0.961 1.950
H 1.665 -0.283 0.412
```

Its total charge is +1.

So, what does the Mulliken scheme give us? The charges, in e, come out as: 0.531, 0.590, -0.780, -0.299, -0.119, -0.057, 0.141, 0.335, 0.362, 0.295

ORCA calculation (ωB97M-V/def2-TZVPD) on a cluster of 2 separate species, C4H15N2S in total at a distorted geometry.

The geometry in XYZ format:
```
22
Properties=species:S:1:pos:R:3
C -0.924 0.840 1.795
C -1.970 0.357 0.772
S -2.000 1.461 -0.696
N -0.731 -0.226 2.819
H 0.077 0.991 1.285
H -1.203 1.804 2.282
H -1.584 -0.602 0.419
H -2.984 0.057 1.202
H -2.320 0.507 -1.577
H 0.026 -0.004 3.452
H -1.634 -0.303 3.353
C 2.005 0.373 -2.098
N 1.082 -0.082 -1.002
C 0.981 -1.604 -0.908
H 2.047 1.493 -2.049
H 3.053 0.012 -1.961
H 1.632 0.039 -3.107
H 0.162 0.295 -1.092
H 1.408 0.299 -0.103
H 0.633 -1.938 -1.926
H 0.227 -1.782 -0.120
H 2.018 -1.987 -0.741
```

Its total charge is 0. The spin multiplicity is 2. The expectation value of S² is 0.75.

So, what does the Mulliken scheme give us? The charges, in e, come out as: -0.828, -0.229, -0.270, -0.533, 0.207, 0.311, -0.042, 0.385, 0.157, 0.251, 0.230, -1.541, 1.132, -1.363, 0.342, 0.514, 0.319, -0.695, 0.525, 0.371, 0.195, 0.562

ORCA calculation (ωB97M-V/def2-TZVPD) on a structure of composition C29H53BLuO2P2 at a distorted geometry.

The geometry in XYZ format:
```
88
Properties=species:S:1:pos:R:3
Lu -1.507 0.603 0.632
C -0.461 2.940 0.403
C -1.848 3.126 0.129
C -1.644 2.483 2.332
C -0.332 2.605 1.782
C -2.587 2.794 1.302
C 0.673 3.168 -0.528
H 0.337 3.276 -1.567
H 1.398 2.339 -0.502
H 1.233 4.079 -0.263
C 0.958 2.488 2.504
H 1.675 3.241 2.144
H 1.428 1.508 2.338
H 0.830 2.629 3.586
C -1.956 2.011 3.707
H -1.442 2.628 4.460
H -1.637 0.968 3.883
H -3.033 2.072 3.908
C -4.070 2.793 1.438
H -4.441 3.765 1.800
H -4.408 2.035 2.156
H -4.567 2.604 0.479
C -2.390 3.692 -1.135
H -1.897 4.653 -1.353
H -3.471 3.867 -1.068
H -2.219 3.031 -2.000
C 3.629 -0.230 -3.688
C 3.508 -0.996 -4.779
C 2.221 -1.592 -5.275
C 1.331 -2.218 -4.175
C 0.126 -1.343 -3.711
C 0.205 0.072 -4.043
C 1.359 0.910 -3.833
C 2.435 0.238 -2.911
H 2.492 -2.415 -5.954
H 1.935 -2.530 -3.314
H 1.649 -0.881 -5.891
H 1.983 -0.621 -2.401
H 4.605 0.053 -3.283
H 4.377 -1.265 -5.383
H 2.705 0.920 -2.090
H 1.797 1.226 -4.794
H -0.645 0.526 -4.553
H 1.040 1.858 -3.357
H 0.917 -3.159 -4.581
H -0.763 -1.760 -4.223
P -0.442 -1.581 -1.864
C 0.891 -2.358 -0.925
C -1.652 -2.908 -2.124
P -2.673 0.365 -1.352
C -0.589 0.081 -1.326
C -3.314 0.009 -2.983
C -3.437 -0.798 -0.060
H 0.906 -1.991 0.108
H 1.878 -2.169 -1.358
H 0.718 -3.444 -0.911
H -1.147 -3.870 -1.937
H -2.006 -2.941 -3.164
H -2.522 -2.870 -1.462
H -3.543 -1.811 -0.464
H -4.447 -0.394 0.130
H -2.941 -0.914 0.947
H -0.291 0.851 -2.058
H 0.140 0.213 -0.435
H -4.094 0.770 -3.185
H -3.771 -0.991 -3.038
H -2.533 0.104 -3.760
C 3.256 -0.764 3.536
C 1.968 -1.464 3.177
C 2.298 -2.917 2.850
O 1.459 -0.835 2.001
B 0.084 -0.730 2.176
O -0.373 -1.142 3.421
C 0.790 -1.330 4.223
C 0.547 -2.548 5.085
C 0.949 -0.130 5.144
H 3.112 0.311 3.702
H 3.973 -0.883 2.714
H 3.684 -1.226 4.434
H 3.005 -2.952 2.011
H 2.790 -3.389 3.712
H 1.410 -3.507 2.586
H 1.423 -2.736 5.714
H -0.309 -2.354 5.739
H 0.331 -3.441 4.489
H 1.019 0.824 4.602
H 0.081 -0.073 5.811
H 1.841 -0.262 5.766
```

Its total charge is +1.

So, what does the Mulliken scheme give us? The charges, in e, come out as: 0.523, 0.362, 1.046, -0.127, 1.110, 0.250, -1.501, 0.435, 0.115, 0.449, -1.214, 0.476, -0.055, 0.425, -1.242, 0.396, 0.075, 0.354, -1.945, 0.318, 0.398, 0.429, -1.351, 0.369, 0.365, 0.184, -0.710, -0.614, -1.048, -1.035, 0.525, -1.435, -0.887, 0.831, 0.489, 0.246, 0.350, -0.972, 0.444, 0.438, 0.434, 0.645, 0.226, 0.338, 0.574, 1.045, 1.695, -1.022, -1.230, -0.092, -0.033, -0.887, -1.364, -0.341, 0.372, 0.605, 0.495, 0.438, 0.180, 0.487, 0.501, 0.399, 0.006, -0.051, 0.414, 0.326, 0.266, -1.913, 1.620, -2.155, -0.132, -0.252, -0.493, 1.827, -1.949, -1.741, 0.312, 0.437, 0.407, 0.472, 0.441, 0.316, 0.368, 0.463, 0.358, 0.033, 0.473, 0.418

ORCA calculation (ωB97M-V/def2-TZVPD) on a structure of composition C4H8INOS at a distorted geometry.

The geometry in XYZ format:
```
16
Properties=species:S:1:pos:R:3
C -1.992 -0.888 -2.436
C -0.836 0.143 0.457
C 1.723 0.106 0.130
C 0.300 -0.485 -0.373
N -2.244 -1.777 -1.606
O 0.376 -1.857 -0.147
S 0.194 0.123 -2.136
I -2.900 -0.272 -4.229
H -1.791 -0.313 0.093
H -0.677 1.276 0.413
H -0.667 -0.163 1.488
H 2.262 -0.724 0.583
H 1.484 0.996 0.757
H 2.296 0.503 -0.753
H -3.197 -2.089 -1.595
H -0.482 -2.321 -0.467
```

Its total charge is 0.

So, what does the Mulliken scheme give us? The charges, in e, come out as: 0.031, -1.213, -1.239, 0.845, -0.442, -0.557, -0.143, 0.147, 0.442, 0.293, 0.295, 0.297, 0.285, 0.367, 0.234, 0.359

ORCA calculation (ωB97M-V/def2-TZVPD) on a structure of composition C7H6NNiO6 at a distorted geometry.

The geometry in XYZ format:
```
21
Properties=species:S:1:pos:R:3
O -2.898 -2.827 -0.730
C -2.124 -1.946 -0.759
Ni -1.010 -0.063 0.976
O -1.363 -2.793 2.135
C -1.406 -1.818 1.473
C -1.324 0.118 -1.764
O -1.591 0.816 -2.726
C -2.089 0.569 2.320
O -2.296 1.258 3.233
C -1.116 -1.347 -1.708
O -0.219 -2.035 -2.213
H -1.134 0.547 -0.657
C 2.510 2.049 0.282
C 1.577 0.897 0.259
N 1.892 -0.268 -0.304
O 0.449 1.104 0.809
H 3.537 1.699 0.157
H 2.355 2.633 1.196
H 2.213 2.702 -0.551
H 1.210 -0.885 -0.753
H 2.826 -0.409 -0.675
```

Its total charge is +1. The spin multiplicity is 3. The expectation value of S² is 2.03.

So, what does the Mulliken scheme give us? The charges, in e, come out as: -0.255, 0.470, 0.049, -0.243, 0.489, 0.337, -0.392, 0.281, -0.176, 0.132, -0.486, 0.572, -1.130, 0.918, -0.234, -0.662, 0.390, 0.313, 0.290, 0.083, 0.256

ORCA calculation (ωB97M-V/def2-TZVPD) on a structure of composition C40H39CrN9OP2S2 at a distorted geometry.

The geometry in XYZ format:
```
94
Properties=species:S:1:pos:R:3
Cr 1.188 -0.189 -0.764
C 0.514 -5.308 -2.884
N 1.110 -4.225 -2.122
C 2.243 -4.308 -1.364
C 2.410 -3.085 -0.784
N 1.393 -2.261 -1.176
C 0.614 -2.974 -1.989
P -0.902 -2.376 -2.820
C -1.646 -1.879 -1.195
N -0.824 -1.030 -0.355
C -2.178 -0.564 -0.685
C -3.266 -0.602 0.354
N -1.982 -3.058 -0.436
C -3.146 -3.797 -0.903
C -0.150 -0.817 -3.386
N 0.795 -0.121 -2.749
C 1.318 0.758 -3.653
C 0.690 0.590 -4.850
N -0.229 -0.405 -4.675
C -1.119 -0.929 -5.697
H 1.204 -6.147 -2.896
H -0.422 -5.627 -2.427
H 0.318 -4.998 -3.909
H 2.828 -5.208 -1.292
H 3.191 -2.746 -0.123
H -2.180 0.277 -1.366
H -4.219 -0.244 -0.015
H -4.081 -3.225 -0.856
H -2.979 -4.087 -1.941
H -3.256 -4.700 -0.305
H 2.093 1.454 -3.385
H 0.832 1.088 -5.794
H -1.326 -0.147 -6.423
H -0.659 -1.773 -6.211
H -2.053 -1.253 -5.248
S 3.521 0.024 -0.972
C 3.308 1.723 -0.725
S 1.638 2.143 -0.680
C 4.335 2.613 -0.548
C 4.047 3.981 -0.294
N 3.779 5.081 -0.080
C 5.690 2.185 -0.576
N 6.780 1.815 -0.577
C -3.744 4.599 -1.146
C -2.546 3.685 -0.888
C -2.428 2.693 -2.041
C -2.657 2.931 0.449
C -2.919 3.862 1.648
O -1.719 3.783 2.416
C -0.920 2.856 1.836
N -1.378 2.269 0.800
C 0.365 2.716 2.566
C 0.701 3.854 3.306
C 1.820 3.905 4.114
C 2.612 2.782 4.242
C 2.300 1.640 3.527
C 1.209 1.581 2.658
P 1.068 0.050 1.669
C 2.144 -1.147 2.528
C 3.516 -1.139 2.265
C 4.354 -2.045 2.896
C 3.827 -2.976 3.782
C 2.466 -2.990 4.046
C 1.626 -2.076 3.428
C -0.592 -0.612 1.943
C -1.691 0.020 2.343
C -3.014 -0.418 1.857
C -3.220 -1.789 1.269
C -1.989 -2.616 0.972
C -0.749 -1.719 0.951
H -3.653 5.035 -2.140
H -3.813 5.420 -0.435
H -4.680 4.035 -1.108
H -1.631 4.284 -0.845
H -3.374 2.156 -2.175
H -1.630 1.984 -1.840
H -2.201 3.215 -2.971
H -3.450 2.180 0.363
H -3.750 3.531 2.273
H -3.073 4.900 1.363
H 0.058 4.719 3.243
H 2.054 4.810 4.656
H 3.474 2.789 4.895
H 2.937 0.777 3.641
H 3.930 -0.416 1.576
H 5.417 -2.021 2.695
H 4.480 -3.689 4.269
H 2.058 -3.708 4.745
H 0.566 -2.075 3.651
H -1.650 0.880 2.999
H -3.858 -0.008 2.395
H -4.128 -2.319 1.522
H -1.889 -3.474 1.635
H 0.138 -2.355 0.934
```

Its total charge is +1. The spin multiplicity is 2. The expectation value of S² is 0.77.

So, what does the Mulliken scheme give us? The charges, in e, come out as: 0.601, -0.824, 0.193, -0.899, -0.920, 1.399, -0.327, -0.951, 0.358, 1.092, -1.101, -0.791, 0.146, -1.144, -0.528, 1.608, -0.914, -0.962, 0.195, -0.906, 0.356, 0.295, 0.334, 0.488, 0.452, 0.501, 0.775, 0.371, 0.361, 0.379, 0.564, 0.532, 0.353, 0.323, 0.378, -0.734, 1.277, -0.595, 0.734, -0.149, -0.539, -0.186, -0.536, -1.611, 0.486, -0.596, 0.094, -0.737, -0.472, -0.436, 0.696, 0.952, -1.000, -0.908, -0.930, -0.785, 0.607, 2.084, -0.012, -0.389, -0.764, -0.751, -0.842, -0.336, -1.793, -0.658, -1.131, -1.282, 0.194, -1.473, 0.418, 0.402, 0.381, 0.148, 0.254, -0.634, 0.559, 0.284, 0.230, 0.409, 0.572, 0.434, 0.464, 0.533, 0.660, 0.487, 0.418, 0.444, 0.473, 1.142, 0.633, 0.474, 0.714, 1.832

So what do the calculations give for energy above the lowest of the compared OMol25 structures with the same formula, charge and spin? Going down the list: 720.2; 85.5; 324.2; 149.4; 0.0; 4.1 kJ/mol.